Entry 1:
This record from OMol25 describes a 18-piece molecular cluster, C38H112O27 overall in a non-equilibrium geometry. The level of theory is ωB97M-V/def2-TZVPD.

The geometry in XYZ format:
```
177
Properties=species:S:1:pos:R:3:forces:R:3:mulliken_charge:R:1
C 5.03999 3.60672 1.98183 0.42 1.23 0.13 -0.180
O 4.58549 4.88504 2.46945 0.41 -0.95 -0.36 -0.425
C 5.07973 5.19368 3.74710 -0.03 1.81 -0.05 -0.912
C 4.52450 4.41212 4.90901 -0.91 -0.28 0.12 -0.583
O 3.10658 4.33521 4.79592 -0.19 -0.26 -0.49 -0.107
C 2.52508 3.38659 5.67786 0.36 0.81 0.08 -0.793
H 6.13771 3.60440 2.00295 0.03 -0.26 0.32 0.512
H 4.80332 3.53031 0.92202 -0.46 -0.10 0.12 -0.370
H 4.59408 2.80576 2.54832 0.02 0.00 0.03 0.252
H 4.82476 6.25214 3.85407 -0.35 -0.08 0.24 0.430
H 6.17509 5.23877 3.80326 0.10 -0.62 -0.18 0.419
H 4.68380 4.95602 5.84566 0.76 -0.17 -0.01 0.462
H 4.93275 3.39611 4.94780 0.08 0.02 0.16 0.403
H 1.44339 3.49541 5.63699 0.00 -0.17 -0.33 0.209
H 2.80899 3.64575 6.70333 0.14 -0.36 0.09 0.335
H 2.86748 2.39102 5.38955 -0.19 -0.18 0.24 0.242
C -9.18828 -3.11055 2.21651 -0.01 -0.52 -0.25 -0.772
O -8.13118 -2.43655 1.58663 0.38 0.02 -0.49 -0.320
C -6.88887 -2.62620 2.20941 0.65 -0.64 0.36 -0.870
C -5.71861 -2.38146 1.26838 -0.87 0.75 -0.37 0.310
O -5.70080 -3.32346 0.22271 0.23 -0.39 0.29 -0.385
C -4.70508 -3.02105 -0.73039 -0.29 0.25 -0.43 -0.696
H -9.42080 -2.65630 3.18338 -0.23 -0.06 -0.01 0.294
H -8.96885 -4.17860 2.34237 0.28 0.07 0.28 0.332
H -10.03353 -3.11912 1.52915 -0.12 0.51 0.18 0.265
H -6.76659 -3.65236 2.58145 -0.32 -0.14 -0.05 0.374
H -6.79740 -1.98173 3.09189 0.11 0.18 -0.04 0.406
H -4.76557 -2.38292 1.80932 -0.03 -0.06 0.20 0.033
H -5.86751 -1.37704 0.84512 0.21 0.08 -0.06 0.191
H -4.59266 -3.84267 -1.43407 -0.12 -0.18 0.20 0.213
H -3.72398 -2.83183 -0.28381 0.01 0.02 0.16 0.180
H -5.02315 -2.14620 -1.30951 0.19 0.16 0.04 0.416
C 1.94433 -2.56424 -5.28386 -0.19 -0.25 0.10 -0.799
O 2.97509 -2.06858 -4.46773 -0.03 0.06 -0.21 -0.455
C 2.51293 -1.07821 -3.56384 0.61 -0.36 0.09 -0.129
C 3.66851 -0.82710 -2.61091 0.27 -0.47 -0.06 -0.025
O 4.01774 -2.07463 -1.99236 -0.30 0.45 -0.15 -0.433
C 5.29696 -2.11734 -1.41166 0.08 -0.24 -0.21 -0.765
H 2.37440 -3.21447 -6.04434 0.17 0.13 -0.02 0.380
H 1.38040 -1.75904 -5.76747 0.02 0.05 -0.04 0.294
H 1.25085 -3.17956 -4.69870 -0.11 0.10 0.07 0.206
H 1.63644 -1.44703 -3.02277 -0.14 0.09 0.00 -0.059
H 2.27159 -0.16908 -4.11618 -0.21 0.20 0.20 0.455
H 3.41986 -0.11029 -1.82298 -0.06 0.24 -0.17 -0.083
H 4.52831 -0.48008 -3.19059 0.01 0.20 0.07 0.571
H 5.48963 -1.28410 -0.72920 -0.21 -0.08 0.24 0.164
H 6.10314 -2.10563 -2.15409 -0.17 0.07 -0.24 0.264
H 5.33416 -3.08826 -0.91871 0.19 0.17 0.32 0.324
C 1.72345 -5.15547 1.64343 0.30 -0.41 0.02 -1.036
O 0.92692 -4.00003 1.45386 0.21 0.00 -0.08 0.408
C 0.08565 -3.74165 2.55019 -0.20 0.50 0.25 -0.449
C 0.81286 -3.15859 3.74016 0.04 -1.26 1.25 -1.213
O 1.49116 -1.97530 3.42579 0.25 0.04 -0.48 0.308
C 1.66316 -1.10952 4.51780 -1.59 0.27 1.16 -0.627
H 2.33146 -5.13003 2.55297 -0.21 0.19 0.19 0.317
H 2.44206 -5.26138 0.83143 -0.26 0.27 -0.26 0.298
H 1.11226 -6.06189 1.66328 -0.12 0.02 0.05 0.264
H -0.52329 -4.61265 2.81897 0.41 -0.31 0.25 0.537
H -0.68616 -3.00494 2.30575 0.33 0.17 -0.70 0.031
H 1.47907 -3.85040 4.27635 0.42 -0.20 -0.62 0.423
H 0.06821 -3.04719 4.52782 -0.01 0.48 -0.16 0.507
H 0.67773 -0.70995 4.80683 0.02 0.43 -0.42 0.128
H 2.32114 -0.29236 4.26857 0.30 -0.01 -0.18 0.050
H 1.90816 -1.57370 5.48174 0.88 -0.48 -0.44 0.389
C -2.32708 -2.14395 4.79655 0.00 0.23 -0.36 0.062
O -2.67744 -0.78499 4.83866 -0.37 0.06 0.17 -0.477
C -2.25990 -0.07613 3.68851 -0.41 0.37 0.60 0.863
C -2.27376 1.41028 3.97482 0.74 -0.12 0.14 -0.469
O -3.49856 1.86913 4.50392 0.47 -0.20 -0.45 -0.391
C -3.49812 3.26394 4.62470 -0.51 0.88 0.57 -0.758
H -2.82002 -2.67578 3.97117 0.06 0.06 -0.14 0.052
H -2.62478 -2.65358 5.71115 0.04 0.29 0.16 0.383
H -1.24512 -2.18359 4.66284 -0.37 -0.24 0.10 -0.520
H -2.91519 -0.26570 2.82945 0.04 -0.34 -0.01 0.173
H -1.21989 -0.33997 3.46033 -0.01 -0.04 -0.35 -0.436
H -1.97197 1.88775 3.03412 -0.36 0.30 -0.11 0.155
H -1.45850 1.64555 4.67272 -0.07 -0.03 0.21 0.282
H -3.47226 3.78159 3.66128 -0.04 -0.11 -0.12 0.285
H -2.70691 3.70708 5.24543 0.47 -0.57 -0.14 0.283
H -4.39215 3.55315 5.18052 -0.25 -0.16 -0.36 0.315
C -3.79366 0.44897 -9.17547 0.29 -1.07 0.15 -0.757
O -3.44255 0.22932 -7.82244 -0.54 -0.09 0.46 -0.331
C -2.16772 -0.33887 -7.62482 1.16 1.10 -0.31 -0.581
C -2.01768 -1.14190 -6.34493 -0.02 0.05 -0.07 -0.601
O -1.77785 -0.36666 -5.18518 -0.50 0.02 0.28 -0.095
C -2.95941 0.29350 -4.78268 -0.96 -0.10 0.10 -0.473
H -2.88300 0.51425 -9.77654 -0.17 0.29 -0.21 0.341
H -4.41963 1.33002 -9.29155 0.11 0.09 0.18 0.224
H -4.35037 -0.44272 -9.48596 -0.07 0.20 -0.42 0.261
H -1.47396 0.51621 -7.60403 0.25 -0.16 0.35 0.349
H -1.78820 -0.90380 -8.48522 -0.59 -0.44 -0.02 0.539
H -1.14833 -1.79544 -6.41700 -0.01 -0.01 -0.21 0.257
H -2.91498 -1.76084 -6.22304 0.01 -0.07 0.11 0.367
H -3.22576 1.09564 -5.47288 0.07 0.13 0.12 0.342
H -2.95643 0.65078 -3.75229 0.91 0.23 -0.08 -0.193
H -3.81800 -0.39291 -4.75343 0.09 -0.21 -0.39 0.366
C -1.07510 -4.78544 -1.06616 -0.41 -0.23 0.32 -0.284
O -2.34394 -5.42308 -0.96621 -0.26 -0.02 -0.40 -0.373
C -2.58893 -5.91620 0.32728 0.38 -0.16 -0.10 0.120
C -4.00248 -6.42626 0.53275 -0.15 0.86 0.08 -0.561
O -4.41506 -7.40329 -0.37792 0.23 -0.38 0.32 -0.420
C -5.10550 -6.95306 -1.51058 0.20 -0.02 -0.95 -0.593
H -0.97594 -4.27576 -2.02054 -0.29 0.09 0.03 0.316
H -0.24837 -5.49974 -1.01746 -0.02 -0.08 0.22 0.327
H -1.02107 -4.08736 -0.22667 0.46 0.24 -0.19 -0.162
H -2.42248 -5.10950 1.05886 0.02 -0.02 0.14 -0.089
H -1.88283 -6.72745 0.55170 0.10 -0.01 0.01 0.412
H -4.69580 -5.57665 0.55724 -0.08 -0.02 -0.23 0.122
H -4.02019 -6.83623 1.54718 -0.04 -0.27 -0.08 0.390
H -4.56855 -6.20554 -2.10481 0.18 0.20 0.41 0.201
H -6.10732 -6.57047 -1.29563 -0.02 -0.08 0.19 0.290
H -5.15363 -7.80969 -2.18458 -0.37 -0.09 0.17 0.283
C 1.40388 3.27363 2.09123 -0.37 0.02 -1.01 -0.180
O 0.65873 2.25027 1.44634 -0.40 -0.27 0.13 0.606
C 1.42299 1.42151 0.59237 0.85 -0.33 0.32 2.126
C 0.61776 0.20758 0.21186 -0.27 0.61 -0.26 -0.186
O -0.53585 0.70859 -0.44696 -0.28 -0.47 0.39 0.947
C -1.43794 -0.27808 -0.93256 0.14 1.23 -0.97 -0.466
H 1.83733 3.89493 1.30020 0.45 0.07 0.33 -0.605
H 2.15392 2.84761 2.74785 0.27 0.04 0.13 0.048
H 0.70919 3.91832 2.62786 -0.01 -0.64 0.10 0.082
H 2.34329 1.11892 1.09789 -0.01 -0.19 0.21 -0.265
H 1.77869 1.91375 -0.32147 -0.39 0.33 0.09 -1.599
H 0.29319 -0.36264 1.08430 0.22 -0.24 0.11 0.063
H 1.21831 -0.38690 -0.48449 -0.01 -0.32 0.13 -0.354
H -1.79033 -0.99970 -0.19538 0.21 -0.03 0.12 0.133
H -1.01173 -0.72867 -1.83523 0.04 -0.57 0.27 0.100
H -2.25449 0.34340 -1.30414 -0.37 -0.37 0.20 -0.071
C 4.09173 3.07774 -6.20230 0.00 0.70 -0.69 -0.721
O 4.28661 3.63022 -4.92957 0.07 -0.08 0.35 -0.425
C 3.56659 2.96557 -3.91694 -0.41 -0.73 0.19 0.088
C 4.26551 3.04447 -2.57216 0.40 0.22 -0.77 0.434
O 5.51619 2.37552 -2.68883 0.23 -0.07 0.17 -0.483
C 6.21259 2.42104 -1.47451 -0.12 -0.52 0.67 -0.514
H 4.84557 3.53540 -6.84493 0.08 -0.16 -0.01 0.289
H 3.12675 3.36213 -6.64085 -0.17 -0.10 0.20 0.312
H 4.18260 1.98942 -6.26355 0.11 -0.04 0.35 0.252
H 3.46325 1.91122 -4.19988 0.23 -0.17 0.17 -0.380
H 2.52299 3.28355 -3.82732 0.12 0.48 0.01 0.359
H 3.63961 2.58301 -1.80091 -0.06 -0.01 0.00 -0.356
H 4.48159 4.08118 -2.29169 -0.30 0.10 0.03 0.477
H 7.17520 1.91131 -1.52533 -0.01 0.03 -0.53 0.373
H 5.64730 1.87913 -0.70207 -0.10 0.12 0.12 0.004
H 6.40013 3.43304 -1.09628 -0.12 0.18 -0.23 0.319
O 4.58504 0.99021 1.73007 -0.09 -1.09 -0.05 -0.372
H 4.35843 0.03794 1.76298 0.18 0.21 -0.02 0.028
H 5.51977 1.00695 1.96071 0.02 -0.05 -0.03 0.286
O 0.84415 1.87017 -2.56791 0.18 -0.16 -0.37 -0.262
H 0.21748 1.37975 -2.02678 -0.12 0.04 0.09 -0.097
H 0.86704 2.75479 -2.16080 0.21 0.02 -0.22 0.248
O -1.22111 3.73717 0.06130 0.05 -0.08 0.07 -0.831
H -2.11959 3.38079 0.03634 -0.01 0.06 0.02 0.231
H -0.66573 2.99973 0.36832 -0.31 -0.09 0.32 0.124
O 4.03809 -1.80873 2.13942 -0.29 -0.09 0.00 -0.621
H 3.09936 -1.99479 2.32658 0.08 0.07 0.08 0.280
H 4.48171 -2.65593 2.23587 0.09 0.06 -0.08 0.245
O 1.11482 4.30684 -1.37634 0.04 0.00 0.44 -0.721
H 0.40806 4.05970 -0.75503 -0.24 0.55 -0.36 0.319
H 1.79139 4.74445 -0.83157 0.07 -0.07 -0.25 0.324
O 3.27129 5.50467 -0.03958 0.56 -0.05 0.34 -0.589
H 3.83552 5.26353 0.72110 -0.50 0.32 -0.12 0.357
H 3.67084 6.31251 -0.37577 -0.13 0.05 -0.10 0.249
O 1.70151 -3.53485 -1.48293 -0.02 0.02 -0.10 -0.479
H 1.58531 -3.56377 -0.52846 -0.08 0.16 0.11 0.300
H 2.49011 -2.98293 -1.64588 0.01 -0.28 0.13 0.426
C -4.58132 2.10737 -0.86183 -0.78 -0.15 -0.22 -0.436
O -4.02476 2.74337 0.27735 0.19 -0.16 -0.17 -0.505
H -5.60246 2.45625 -1.04248 0.04 0.14 -0.05 0.427
H -3.99783 2.33541 -1.75147 0.23 0.14 0.20 0.221
H -4.65855 1.01984 -0.76771 0.28 -0.04 0.17 0.079
H -4.61338 2.59467 1.02312 0.09 0.03 0.03 0.251
C 0.67076 6.44792 3.33217 0.96 -0.27 -0.08 0.335
O 1.90363 6.71322 4.00649 -0.25 0.42 -0.09 -0.576
H -0.13962 6.31196 4.05014 -0.16 -0.09 -0.09 0.268
H 0.43609 7.26280 2.65007 0.02 0.19 0.19 0.323
H 0.82228 5.56312 2.70897 -0.48 0.41 0.13 -0.570
H 2.32883 5.87057 4.22467 -0.21 0.04 -0.01 0.422
```
Forces are in eV/Å.

## Properties
Electronic energy: -3546.07168 Eh
Frontier orbital gap: 0.3334 Ha

***

Entry 2:
This record from OMol25 describes C38H25Br2Cl5CsN6O3 as an isolated structure in a non-equilibrium geometry. The level of theory is ωB97M-V/def2-TZVPD.

The geometry in XYZ format:
```
80
Properties=species:S:1:pos:R:3:forces:R:3:mulliken_charge:R:1
Cs 0.17651 0.05740 -1.43483 1.21 0.14 0.24 1.656
O 0.64089 -2.85538 6.22050 0.01 -0.01 0.11 -0.499
C -0.14025 -3.41729 5.18037 -0.05 -0.05 -0.05 -0.604
C 0.23424 -2.80710 3.85799 0.02 0.03 0.01 0.489
C -0.36217 -3.26729 2.69288 0.04 -0.02 0.04 -1.128
C -0.03361 -2.65890 1.49305 -0.12 -0.02 0.04 -0.201
N 0.82747 -1.65231 1.40260 0.14 0.11 -0.11 0.049
C 1.40308 -1.19963 2.51440 -0.26 -0.30 0.18 0.737
C 1.13040 -1.75471 3.76728 0.04 0.05 -0.06 -0.699
C 2.30209 -0.02230 2.37333 0.39 0.28 0.00 0.012
C 3.21161 0.34122 3.36355 -0.08 -0.11 -0.01 -0.512
C 3.99025 1.47803 3.19145 0.04 0.13 -0.03 0.753
C 4.95790 1.90935 4.26344 -0.01 -0.01 -0.06 -0.785
O 4.32423 2.15140 5.51240 -0.02 -0.04 0.08 -0.522
C 3.83270 2.21684 2.02894 -0.03 -0.11 0.05 -0.937
C 2.91688 1.77443 1.08137 0.07 0.08 -0.04 -0.370
N 2.18356 0.68490 1.24704 -0.34 -0.06 -0.07 0.034
H 0.36414 -3.24246 7.05688 0.02 0.04 -0.10 0.300
H -1.20807 -3.23711 5.35466 0.01 -0.01 0.01 0.300
H 0.00767 -4.50175 5.12151 0.00 0.01 0.01 0.344
H -1.08733 -4.07207 2.71169 0.00 0.00 -0.01 0.477
H -0.51658 -2.95101 0.56887 0.04 -0.03 -0.02 0.298
H 1.57507 -1.35915 4.66773 0.01 0.00 0.00 0.406
H 3.32690 -0.24703 4.26436 -0.01 -0.01 0.00 0.413
H 5.50451 2.79595 3.92596 0.01 -0.01 0.00 0.332
H 5.68275 1.11669 4.45420 0.02 0.02 0.00 0.305
H 3.56546 2.72455 5.36210 0.00 0.01 -0.04 0.335
H 4.40548 3.11891 1.85515 0.01 0.01 0.01 0.379
H 2.74645 2.32282 0.15802 -0.03 -0.02 -0.01 0.223
C -3.37043 -0.00168 3.42053 -0.03 0.03 -0.06 -0.710
C -4.29558 0.49935 2.50824 0.04 -0.03 0.04 -0.651
C -3.86521 1.04032 1.31042 0.10 -0.27 0.25 -0.412
C -2.50045 1.07228 1.03573 -0.34 0.54 -0.16 -0.253
C -1.56469 0.61816 1.95487 -0.06 -0.22 -0.25 0.078
C -2.01339 0.05266 3.14030 -0.02 0.07 0.10 -0.341
N -2.01902 1.65638 -0.18983 -0.17 -0.30 0.30 0.139
N -2.87326 1.76071 -1.07649 0.20 -0.27 0.26 -0.459
C -2.30934 2.31713 -2.26505 0.06 0.83 -0.44 0.681
C -2.36227 3.70113 -2.42219 -0.01 -0.13 -0.13 -0.747
C -1.87315 4.22508 -3.60203 -0.07 -0.01 0.10 -0.351
C -1.36399 3.36104 -4.56005 0.29 0.01 -0.34 -0.531
C -1.31607 2.00638 -4.29499 -0.38 0.28 0.49 -0.422
N -1.79939 1.48989 -3.15489 -0.18 -0.14 -0.32 -0.414
H -3.71528 -0.43225 4.35257 0.01 -0.01 0.01 0.392
H -5.35323 0.45862 2.73662 0.00 0.00 -0.01 0.370
H -4.56440 1.41639 0.57861 0.01 0.02 -0.02 0.432
H -0.50484 0.62738 1.72084 -0.11 0.21 -0.06 0.482
H -1.29515 -0.33448 3.85156 0.01 -0.01 -0.01 0.492
H -2.74837 4.32700 -1.63084 -0.03 0.00 0.00 0.403
H -1.86838 5.29438 -3.77250 -0.01 0.00 0.03 0.460
H -0.97479 3.74147 -5.49594 0.03 0.00 0.03 0.415
H -0.88644 1.31190 -5.00629 0.00 -0.07 0.04 0.438
Cl 2.75848 1.18348 -3.29515 -0.07 0.45 0.13 -0.232
C 2.11349 2.86872 -3.03028 0.03 -0.06 -0.46 1.012
C 1.36276 3.15901 -1.92831 0.35 -0.33 0.28 -0.427
C 0.95503 4.46712 -1.80703 0.15 -0.11 -0.40 -0.048
Cl 0.09654 4.95164 -0.35483 -0.18 0.10 0.27 -0.217
C 1.18106 5.43399 -2.78275 0.08 -0.20 0.00 -0.408
Cl 0.56455 7.04593 -2.64360 -0.05 0.11 0.02 -0.182
C 1.91788 5.07364 -3.91350 0.04 0.02 -0.09 0.478
Cl 2.21719 6.24388 -5.15573 -0.01 0.01 0.00 -0.221
C 2.41627 3.77645 -4.04572 -0.19 0.18 0.20 -0.460
Cl 3.35451 3.36566 -5.43856 0.05 -0.05 -0.07 -0.211
Br -4.53838 -2.79593 -0.63259 0.00 -0.04 -0.03 -0.241
C -3.14828 -3.54272 -1.69475 0.03 0.25 0.21 -0.214
C -3.38350 -4.72600 -2.38287 0.10 -0.05 -0.07 -0.392
C -2.39156 -5.30036 -3.13550 -0.17 -0.06 0.02 -0.073
Br -2.77559 -6.93263 -4.04920 0.03 0.03 0.01 -0.300
C -1.11649 -4.70069 -3.23068 0.01 0.08 0.05 0.949
C -0.03951 -5.23347 -3.96851 0.15 0.09 0.01 -0.822
C 1.15662 -4.56757 -3.99878 -0.10 -0.10 -0.10 -0.731
C 1.27520 -3.35730 -3.30121 -0.04 0.01 0.14 -0.490
N 0.29791 -2.84029 -2.59332 0.34 0.03 -0.11 0.182
C -0.88433 -3.47760 -2.53550 -0.28 -0.42 -0.11 -0.053
C -1.91938 -2.84483 -1.70597 -0.09 -0.22 -0.21 -0.113
O -1.67819 -1.78746 -1.08326 -0.64 -0.35 0.32 -0.390
H -4.35774 -5.19038 -2.31401 0.01 -0.02 -0.02 0.410
H -0.17263 -6.16512 -4.50155 0.01 -0.01 0.00 0.309
H 2.00007 -4.95403 -4.55576 -0.01 -0.01 -0.01 0.377
H 2.21291 -2.80939 -3.31718 -0.01 0.03 0.00 0.434
```
Forces are in eV/Å.

## Properties
Net charge: -1
Electronic energy: -9486.52940 Eh
Energy relative to the best compared isomer or geometry (same formula, charge and spin): 58.5 kJ/mol
Frontier orbital gap: 0.2309 Ha

***

> frontier orbital gap of number 1 (C38H112O27)?

0.3334 Ha

***

> frontier orbital gap of number 1 (C38H112O27)?

0.3334 Ha